This record from the Open Molecules 2025 dataset describes a cluster of 9 separate species, C42H98F5N4O10P2 in total. The level of theory is ωB97M-V with the def2-TZVPD basis set.

```
161
Properties=species:S:1:pos:R:3
C 8.1706 -2.8516 1.9237
C 7.8390 -2.6036 0.4539
C 8.9662 -1.9157 -0.3144
C 9.4499 -0.6101 0.3139
C 8.3895 0.4938 0.3625
C 8.4644 1.3090 1.6489
C 7.5025 2.5048 1.6782
C 6.1708 2.2040 2.3844
C 4.9821 2.0590 1.4448
C 3.6573 1.9723 2.1874
C 2.4298 1.9180 1.2651
C 1.4944 0.7179 1.5096
C 0.2057 1.0842 2.2636
C -1.1543 0.4741 1.9218
C -1.3948 -1.0268 2.1571
C -0.2758 -2.0323 1.8654
C 0.6427 -2.2799 3.0624
C 1.9337 -2.9632 2.6343
C -2.7537 -1.4320 1.5212
P -2.7376 -2.5653 0.0075
C -4.5438 -2.5098 -0.2945
O -2.6310 -3.9976 0.8151
N -3.6773 -0.2715 1.3608
C -4.4922 -0.1859 2.6219
C -5.3526 1.0111 2.9518
N -6.4890 0.9346 3.4920
C -3.1576 0.8658 0.8237
N -3.9470 1.8868 0.5741
P -3.7029 3.7185 0.4414
C -4.6946 3.9517 -1.0549
O -2.1914 3.8780 -0.0646
N -1.7903 1.0083 0.6473
C -1.1526 0.8252 -0.6284
F -0.5455 -0.3732 -0.7196
F -0.1864 1.7663 -0.7699
C -2.0388 0.9498 -1.9105
F -2.8704 -0.0888 -2.0128
F -2.7806 2.0704 -1.8958
F -1.2431 0.9905 -2.9638
H 7.9195 -1.9808 2.5285
H 7.6108 -3.6944 2.3251
H 9.2383 -3.0430 2.0454
H 7.6465 -3.5602 -0.0360
H 6.9273 -2.0083 0.3815
H 9.8104 -2.6072 -0.3804
H 8.6328 -1.7076 -1.3346
H 10.3016 -0.2484 -0.2646
H 9.7968 -0.8070 1.3316
H 7.3878 0.0616 0.2942
H 8.5453 1.1644 -0.4794
H 9.4922 1.6539 1.7863
H 8.2325 0.6534 2.4944
H 7.2882 2.7876 0.6441
H 7.9864 3.3493 2.1666
H 5.9385 3.0022 3.0930
H 6.2698 1.2622 2.9300
H 5.1000 1.1443 0.8542
H 4.9446 2.9078 0.7553
H 3.5932 2.8438 2.8461
H 3.6743 1.0961 2.8373
H 2.7703 1.8850 0.2283
H 1.8692 2.8499 1.3629
H 2.0456 0.0108 2.1295
H 1.3094 0.2168 0.5689
H 0.0629 2.1664 2.2326
H 0.3517 0.8469 3.3200
H -1.8016 0.9536 2.6614
H -1.5384 -1.0709 3.2426
H 0.3379 -1.7348 1.0214
H -0.7145 -2.9936 1.5973
H 0.1244 -2.9438 3.7583
H 0.8748 -1.3352 3.5573
H 2.6790 -2.9735 3.4279
H 2.3763 -2.4500 1.7789
H 1.7417 -3.9907 2.3248
H -3.2428 -2.0873 2.2428
H -4.8974 -3.5107 -0.5409
H -4.7737 -1.8625 -1.1400
H -5.1063 -2.1452 0.5642
H -3.1891 -4.6531 0.3652
H -5.1520 -1.0521 2.5951
H -3.8162 -0.3380 3.4687
H -4.9545 2.0099 2.8046
H -6.8047 -0.0297 3.6152
H -4.9359 1.6676 0.6274
H -5.5564 3.2857 -1.0433
H -4.1245 3.8276 -1.9723
H -5.0696 4.9740 -1.0066
H -2.0894 4.0243 -1.0171
C -3.8093 8.0304 -3.6684
C -4.7349 6.8312 -3.6691
O -5.4788 6.7123 -2.4551
H -3.1133 7.9782 -2.8305
H -3.2371 8.0793 -4.5950
H -4.3780 8.9576 -3.5744
H -4.1659 5.9043 -3.7539
H -5.4201 6.8778 -4.5205
H -6.0118 7.5088 -2.3557
C 8.7888 -1.5728 6.7785
C 8.3426 -1.9652 5.3835
O 7.0109 -1.5428 5.0983
H 8.1162 -1.9952 7.5255
H 9.8002 -1.9281 6.9783
H 8.7835 -0.4864 6.8956
H 8.3418 -3.0487 5.2715
H 9.0292 -1.5541 4.6354
H 6.9815 -0.5828 5.1736
C -5.8768 -2.6572 -4.2921
C -6.9680 -3.6758 -4.0239
O -7.4601 -3.5806 -2.6838
H -5.0519 -2.8014 -3.5907
H -5.4910 -2.7398 -5.3087
H -6.2622 -1.6416 -4.1609
H -6.5801 -4.6879 -4.1297
H -7.7858 -3.5466 -4.7351
H -7.8315 -2.6981 -2.5794
C 2.7181 1.0122 6.9981
C 2.2161 0.9588 5.5696
O 2.8705 -0.0431 4.7972
H 3.7927 1.1929 7.0131
H 2.2219 1.8064 7.5567
H 2.5279 0.0671 7.5117
H 2.4179 1.8980 5.0534
H 1.1302 0.7945 5.5590
H 2.7132 -0.8953 5.2200
C -1.8468 -7.2479 -1.5942
C -3.2225 -6.8025 -2.0465
O -3.4024 -5.3876 -1.9260
H -1.6692 -6.9545 -0.5587
H -1.7460 -8.3305 -1.6712
H -1.0692 -6.7914 -2.2106
H -3.9993 -7.2465 -1.4256
H -3.4052 -7.1093 -3.0800
H -2.7412 -4.9544 -2.4779
C -10.5267 -1.3511 -6.2487
C -9.7143 -2.1108 -7.2782
O -9.1324 -3.3008 -6.7475
H -9.9117 -1.0841 -5.3901
H -10.9390 -0.4335 -6.6667
H -11.3576 -1.9650 -5.8912
H -8.8755 -1.5100 -7.6292
H -10.3335 -2.3585 -8.1464
H -9.8497 -3.8694 -6.4465
C -11.4247 3.3079 -3.6117
C -10.6178 2.0334 -3.4614
O -10.2405 1.4732 -4.7149
H -12.3199 3.1209 -4.2044
H -11.7259 3.6971 -2.6386
H -10.8403 4.0794 -4.1188
H -11.2072 1.2621 -2.9666
H -9.7275 2.2196 -2.8486
H -9.7057 2.1229 -5.1838
C 11.2091 2.4305 -3.7241
C 10.0809 1.4182 -3.7356
O 9.2140 1.5563 -2.6119
H 11.7923 2.3384 -2.8076
H 11.8729 2.2839 -4.5767
H 10.8165 3.4490 -3.7730
H 10.4729 0.4036 -3.6736
H 9.5069 1.5005 -4.6646
H 8.8321 2.4405 -2.6393
```

Values from the calculation:
Spin multiplicity = 1
HOMO = -10.88 eV
Net charge = +1
Frontier orbital gap = 8.1 eV
Max |F| = 0.0317 hartree/bohr

=====

This record from the Open Molecules 2025 dataset describes a cluster of 8 separate species, C42H98O30P6 in total. The level of theory is ωB97M-V with the def2-TZVPD basis set.

```
176
Properties=species:S:1:pos:R:3
C 6.7153 2.6088 -4.7154
C 5.4397 2.4256 -3.9463
O 5.6213 3.0529 -2.6518
P 4.2709 3.6539 -2.0025
O 3.0513 2.9623 -2.4447
O 4.5457 3.6824 -0.4350
C 5.8879 3.8026 0.1162
C 6.4634 2.4408 0.3860
O 4.2733 5.1847 -2.3426
C 3.6954 5.7627 -3.5031
C 4.6276 5.9804 -4.6793
H 7.5540 2.1325 -4.1978
H 6.7723 2.0165 -5.6366
H 7.0155 3.6074 -5.0249
H 4.5453 2.7270 -4.4974
H 5.1935 1.3759 -3.7634
H 6.4410 4.4011 -0.6130
H 5.7393 4.4500 0.9790
H 6.5934 1.7575 -0.4497
H 7.3629 2.5362 0.9978
H 5.7867 1.8814 1.0423
H 2.8959 5.0880 -3.8239
H 3.2479 6.7262 -3.2646
H 4.0639 6.0340 -5.6122
H 5.1321 6.9440 -4.5698
H 5.4180 5.2573 -4.8801
C -2.9375 -2.6897 -1.8124
C -3.7747 -2.9792 -0.5301
O -5.0764 -2.4177 -0.6760
P -6.4362 -3.2404 -0.5205
O -6.3799 -4.5996 -1.0557
O -6.7668 -3.1896 1.0406
C -6.6872 -1.9146 1.7064
C -7.0483 -2.0513 3.1904
O -7.5269 -2.3077 -1.1723
C -7.4525 -1.7811 -2.4918
C -7.2497 -0.2665 -2.3737
H -2.6450 -3.6494 -2.2311
H -3.5938 -2.1823 -2.5195
H -2.0995 -2.0290 -1.6054
H -3.7356 -4.0496 -0.3340
H -3.2601 -2.5259 0.3178
H -5.7829 -1.3195 1.5532
H -7.4096 -1.2903 1.1655
H -7.8407 -2.7925 3.2514
H -6.2035 -2.3924 3.7910
H -7.2461 -1.0463 3.5612
H -6.7234 -2.2188 -3.1819
H -8.3445 -2.0619 -3.0559
H -7.7264 0.3099 -3.1640
H -7.5543 0.0459 -1.3737
H -6.1972 0.0292 -2.3524
C 2.9137 0.6635 -7.4780
C 1.6226 -0.1269 -7.2883
O 1.8508 -1.2927 -6.4790
P 2.2359 -2.6953 -7.0418
O 3.2484 -2.7178 -8.1070
O 0.8041 -3.2392 -7.5037
C 0.5686 -4.5367 -8.0786
C -0.6130 -4.3106 -9.0087
O 2.6533 -3.5431 -5.7540
C 2.0031 -3.3596 -4.5087
C 2.6450 -2.3071 -3.6100
H 3.6860 0.2056 -8.1035
H 2.7174 1.6085 -7.9805
H 3.4137 0.6442 -6.5070
H 0.9025 0.4605 -6.7228
H 1.1562 -0.3182 -8.2560
H 1.4273 -4.9222 -8.6296
H 0.3344 -5.1439 -7.2031
H -0.3402 -3.5930 -9.7808
H -1.1342 -5.1389 -9.4867
H -1.3627 -3.8647 -8.3487
H 0.9647 -3.0893 -4.7358
H 1.8579 -4.2345 -3.8757
H 3.7322 -2.3703 -3.6065
H 2.3339 -1.2816 -3.8203
H 2.2883 -2.4425 -2.5843
C -0.7174 -6.3867 4.6370
C -0.7764 -6.6561 3.1226
O -1.4184 -5.5746 2.4397
P -0.5348 -4.3798 1.8394
O 0.8695 -4.3369 2.2818
O -0.6609 -4.5059 0.2497
C 0.0908 -5.5435 -0.3733
C 0.2815 -5.2066 -1.8434
O -1.3788 -3.0623 2.1074
C -1.7576 -2.7534 3.4629
C -2.9012 -1.7167 3.3606
H 0.1070 -5.7472 4.9549
H -1.6031 -5.8917 5.0474
H -0.7111 -7.3064 5.2258
H 0.2191 -6.8258 2.7215
H -1.3951 -7.5500 3.0782
H 0.9825 -5.8942 0.1549
H -0.4541 -6.4958 -0.2874
H 0.8478 -4.2779 -1.9550
H 1.0366 -5.8960 -2.2317
H -0.6508 -5.1792 -2.3964
H -2.0181 -3.6511 4.0203
H -0.8744 -2.2186 3.8229
H -3.0633 -1.0831 4.2251
H -2.5342 -1.1260 2.5156
H -3.7997 -2.2106 2.9868
C -3.4570 4.1413 4.2134
C -3.7727 2.6651 3.9680
O -5.0131 2.4206 3.3032
P -5.1660 2.7594 1.7464
O -4.9705 4.1341 1.2753
O -4.2084 1.6862 1.0490
C -4.4819 0.9513 -0.1421
C -3.1213 0.6858 -0.7729
O -6.6368 2.1598 1.4497
C -7.8067 2.9839 1.5661
C -8.7882 2.3818 2.5637
H -2.6380 4.5203 3.6010
H -4.3259 4.7089 3.8774
H -3.2267 4.3214 5.2596
H -2.9501 2.0860 3.5427
H -3.8728 2.2303 4.9647
H -5.0217 0.0424 0.1220
H -5.1576 1.4494 -0.8412
H -3.1375 0.3882 -1.8181
H -2.4691 1.5521 -0.6322
H -2.5760 -0.0263 -0.1450
H -7.4559 3.8670 2.1061
H -8.2189 3.1793 0.5801
H -8.8332 1.2947 2.5468
H -8.5631 2.7273 3.5758
H -9.7754 2.8398 2.4542
C 2.5232 1.8803 4.9648
C 3.0040 0.4723 5.3273
O 4.1602 0.4816 6.2039
P 4.1610 1.1182 7.6468
O 3.0359 0.7350 8.5194
O 5.5712 0.6211 8.2738
C 6.7616 0.7601 7.4820
C 7.9571 0.2967 8.3177
O 4.2558 2.6942 7.4134
C 4.5594 3.5270 8.5174
C 3.6397 4.7839 8.5506
H 1.6639 1.9120 4.2943
H 2.4871 2.5177 5.8393
H 3.2373 2.2989 4.2386
H 2.2049 0.1342 5.9917
H 3.1725 -0.1032 4.4269
H 6.5824 0.1130 6.6219
H 6.9102 1.8041 7.1902
H 8.3716 1.0498 8.9866
H 7.5343 -0.5149 8.9121
H 8.7854 -0.0304 7.6916
H 4.5715 3.1267 9.5326
H 5.6025 3.8473 8.4257
H 3.5265 5.3224 7.6135
H 2.6765 4.3661 8.8482
H 3.9620 5.4725 9.3297
O 1.0858 -0.6133 2.8835
C 1.1362 -0.5597 1.6914
O 0.1797 -0.9601 0.8353
C 0.5781 -0.8006 -0.4972
C 2.0555 -0.3369 -0.3881
O 2.1920 -0.1209 1.0174
H 0.6743 -1.7067 -1.0991
H 0.0188 -0.0728 -1.0829
H 2.1826 0.6274 -0.8805
H 2.7951 -1.0585 -0.7252
O 0.9265 3.7519 -6.2621
C 0.3921 3.5807 -5.2098
O 0.2289 4.5279 -4.2598
C -0.5511 3.9568 -3.2255
C -0.3993 2.4647 -3.3756
O 0.1311 2.3541 -4.7233
H -0.0753 4.2985 -2.2943
H -1.5120 4.4574 -3.0748
H -1.3562 1.9477 -3.4632
H 0.2939 1.9653 -2.7027
```

Values from the calculation:
Spin multiplicity = 1
HOMO = -10.12 eV
Structure (SMILES) = CCOP(=O)(OCC)OCC.CCOP(=O)(OCC)OCC.CCOP(=O)(OCC)OCC.CCOP(=O)(OCC)OCC.CCOP(=O)(OCC)OCC.CCOP(=O)(OCC)OCC.O=C1OCCO1.O=C1OCCO1
Frontier orbital gap = 10.4 eV
Max |F| = 0.0652 hartree/bohr
Relative energy (zero: lowest compared OMol25 entry of this formula, charge and spin) = 268.0 kJ/mol